(1)
Formula: C12H20N3O5
Source: the Open Molecules 2025 dataset
Level of theory: ωB97M-V with the def2-TZVPD basis set

The energy above the lowest of the compared OMol25 structures with the same formula, charge and spin comes out at 237.5 kcal/mol. The spin multiplicity is 1. Its net charge is -1. The value obtained for the HOMO-LUMO gap is 3.6 eV. The value obtained for the HOMO energy is -1.9 eV. The largest force on an atom comes out at 1.3 eV Å⁻¹.

Last column: natural (NBO) charge in e.
CARTESIAN COORDINATES (ANGSTROEM)
C 3.0652 -1.6181 -0.3898  -0.712
C 1.9477 -0.9341 0.2349  0.014
C 0.7441 -1.5893 0.5899  -0.243
C -0.2456 -0.8803 1.1720  0.004
N -0.0865 0.4436 1.4299  -0.194
C -1.1436 1.2055 2.0634  -0.204
C -2.2174 1.6860 1.0657  -0.427
C -3.6246 1.1185 1.3278  -0.389
C -4.4096 0.8754 0.0304  -0.413
C -4.2126 -0.5304 -0.5568  -0.218
N -3.3038 -0.5005 -1.7260  -0.841
N 1.0291 1.1308 1.1010  -0.221
C 1.9934 0.4660 0.5277  0.184
C 3.2186 1.2778 0.1958  -0.122
O 3.3255 1.5867 -1.1783  -0.250
O 2.1985 2.4240 -1.4969  -0.473
H 3.9481 -1.7456 0.2643  0.316
H 3.4927 -1.0845 -1.2527  0.330
H 2.7996 -2.5998 -0.7748  0.254
H 0.6285 -2.6481 0.4086  0.228
H -1.1898 -1.3211 1.4631  0.204
H -0.6717 2.0602 2.5415  0.227
H -1.5999 0.5737 2.8271  0.191
H -2.2861 2.7715 1.1623  0.210
H -1.9112 1.4827 0.0403  0.233
H -3.5476 0.1753 1.8774  0.183
H -4.1900 1.8004 1.9659  0.201
H -4.0771 1.5909 -0.7235  0.216
H -5.4730 1.0528 0.2057  0.197
H -3.7457 -1.1798 0.1862  0.178
H -5.1805 -0.9676 -0.8123  0.175
H -3.8425 -0.5658 -2.5810  0.353
H -2.7203 -1.3282 -1.7229  0.361
H 3.2047 2.1946 0.7909  0.185
H 4.1227 0.7078 0.4155  0.242
H 1.9419 2.0379 -2.3446  0.468
C 5.5330 -2.2943 -2.0967  0.927
O 6.4967 -2.5195 -2.8655  -0.767
O 5.6856 -2.0413 -0.8317  -0.820
O 4.3032 -2.3138 -2.5338  -0.785


(2)
Formula: CHO3PS
Source: the Open Molecules 2025 dataset
Level of theory: ωB97M-V with the def2-TZVPD basis set

The energy above the lowest of the compared OMol25 structures with the same formula, charge and spin comes out at 61.3 kcal/mol. The spin multiplicity is 1. Its net charge is 0. The value obtained for the HOMO-LUMO gap is 8.8 eV. The value obtained for the HOMO energy is -10.2 eV. The largest force on an atom comes out at 1.7 eV Å⁻¹.

Last column: natural (NBO) charge in e.
CARTESIAN COORDINATES (ANGSTROEM)
O 0.7530 -2.7541 0.0276  -0.982
P 0.4191 -1.5696 -0.7534  1.344
C 0.0744 -0.2485 0.4339  -1.144
S -0.3327 1.2055 -0.2196  2.146
O -0.6231 2.3091 0.6370  -0.822
O -0.3880 1.3320 -1.6360  -0.829
H 0.0973 -0.2744 1.5105  0.287


> Which of these has the lowest HOMO-LUMO gap?

C12H20N3O5